[1]
A single C5H11NO molecule. Source: the Open Molecules 2025 dataset; level of theory: the ωB97M-V functional and the def2-TZVPD basis.

The value obtained for the gap between HOMO and LUMO is 0.3386 Ha. Its total charge is 0. Its SMILES is CCC(C)(C)N=O.

Last column: Mulliken charge in e.
Positions of all 18 atoms, in Å:
C 0.0260 0.4110 0.4112  1.595
C -0.0205 -0.3147 -1.0804  -0.869
C -0.1996 1.9104 0.3666  -1.517
C -0.9286 -0.3233 1.3477  -1.596
C 0.4841 -1.7323 -1.2599  -1.132
N 1.3590 0.0036 0.7346  -0.124
O 2.2384 0.8484 0.7209  -0.423
H -1.0742 -0.2750 -1.3584  0.362
H 0.5106 0.3680 -1.7451  0.393
H -1.9220 -0.3779 0.9015  0.313
H 0.4138 2.3629 -0.4090  0.392
H 0.1061 2.3594 1.3098  0.417
H -1.2441 2.1291 0.1768  0.357
H -1.0142 0.2238 2.2869  0.412
H -0.5657 -1.3283 1.5482  0.417
H 1.5242 -1.8164 -0.9576  0.311
H -0.1118 -2.4377 -0.6860  0.307
H 0.4185 -2.0110 -2.3077  0.385

[2]
A molecular structure, C21H31BeF5OP2. Source: the Open Molecules 2025 dataset; level of theory: the ωB97M-V functional and the def2-TZVPD basis.

The value obtained for the gap between HOMO and LUMO is 0.2806 Ha. Its total charge is 0.

Last column: Mulliken charge in e.
Positions of all 61 atoms, in Å:
P -2.1620 -2.9941 -1.1921  1.128
P 0.5445 -3.5462 -0.0010  1.025
C -1.5216 -4.7535 -1.4521  -1.226
C -0.4689 -5.0877 -0.4042  -1.242
H -1.1164 -4.8133 -2.4764  0.444
H -2.3863 -5.4285 -1.3586  0.525
H -0.9226 -5.4465 0.5358  0.440
H 0.2284 -5.8483 -0.7892  0.502
C 1.8220 -3.9069 -1.2789  -1.554
H 2.6992 -3.2818 -1.0772  0.359
H 1.4353 -3.6842 -2.2806  0.344
H 2.0910 -4.9706 -1.2036  0.520
C 1.4199 -4.3276 1.4113  -1.459
H 1.8619 -5.2784 1.0720  0.412
H 0.6974 -4.5065 2.2218  0.390
H 2.1992 -3.6334 1.7535  0.381
C -3.1441 -2.9682 -2.7409  -1.393
H -3.7618 -2.0598 -2.7360  0.399
H -3.7734 -3.8730 -2.7736  0.381
H -2.4520 -2.9447 -3.5963  0.367
C -3.5142 -3.5379 -0.0738  -1.548
H -3.1133 -3.7867 0.9149  0.331
H -3.9936 -4.4199 -0.5209  0.501
H -4.2421 -2.7250 0.0182  0.372
Be 0.0221 4.7680 0.0621  -0.023
C 1.1535 0.1609 1.2777  -0.569
C 1.6019 0.2258 0.0168  -0.310
C 0.9213 -0.2597 -1.2247  0.564
C -0.0878 0.6451 -1.9524  -0.808
C -1.1718 1.2890 -1.1340  -0.419
C -1.6282 0.9165 0.0546  -0.556
C -1.3307 -0.3641 0.7573  1.020
C -0.1716 -0.3231 1.7717  -0.821
C -1.6207 5.1790 0.0584  -0.651
H 1.7663 0.6123 2.0736  0.439
H 2.5703 0.6918 -0.1498  0.384
H 0.5023 -1.2677 -1.0963  -1.226
H 1.7369 -0.4128 -1.9523  0.566
H 0.4767 1.4544 -2.4488  0.345
H -0.5037 0.0316 -2.7836  0.330
H -1.5750 2.2064 -1.5909  0.548
H -2.3148 1.5820 0.5931  0.273
H -1.1837 -1.1965 0.0531  -1.609
H -2.2188 -0.6340 1.3481  0.627
H -0.4463 0.3659 2.5896  0.474
H -0.1214 -1.3255 2.2548  0.341
H -1.9707 5.6540 0.9835  0.277
H -2.1333 4.2101 -0.0452  0.037
H -1.8950 5.8377 -0.7737  0.266
F 4.4352 7.6418 1.9871  -0.292
C 3.5941 6.6065 1.7771  0.513
C 3.2945 5.7317 2.8262  0.133
F 3.8344 5.9665 4.0425  -0.262
C 2.3686 4.6988 2.6545  0.251
F 2.0862 3.8530 3.6644  -0.287
C 1.6473 4.6454 1.4502  0.412
O 0.5687 3.9100 1.2381  -0.553
C 2.0038 5.5307 0.4255  0.732
F 1.2432 5.3334 -0.8115  -0.243
C 2.9593 6.5042 0.5316  -0.037
F 3.1603 7.3537 -0.5005  -0.266

[3]
A single C4H11NO3Si molecule. Source: the Open Molecules 2025 dataset; level of theory: the ωB97M-V functional and the def2-TZVPD basis.

The value obtained for the gap between HOMO and LUMO is 0.3830 Ha. Its total charge is 0. Its SMILES is CCCO[SiH2]CON=O.

Last column: Mulliken charge in e.
Positions of all 20 atoms, in Å:
C 0.3979 -1.8911 2.2014  -1.277
C 0.1641 -1.3979 0.7612  -0.170
C -0.9902 -0.4104 0.7348  -0.440
O -1.6271 -0.2352 -0.5338  -0.391
Si -0.7265 -0.0073 -1.8912  0.469
C 0.4877 1.4513 -1.7679  -0.499
O 0.4074 2.1051 -0.4877  -0.137
N 0.9764 3.3858 -0.5594  0.127
O 0.6730 4.0370 0.3590  -0.298
H 0.9856 -1.1463 2.7417  0.316
H 0.9800 -2.8075 2.2154  0.342
H -0.5349 -1.9977 2.7501  0.347
H -0.0528 -2.2636 0.1378  0.326
H 1.0987 -0.9271 0.4519  0.213
H -1.7623 -0.7789 1.4105  0.424
H -0.6683 0.5509 1.1358  0.233
H -1.6774 0.2752 -2.9801  -0.211
H 0.0624 -1.2145 -2.2045  -0.128
H 0.2972 2.1810 -2.5553  0.417
H 1.5089 1.0911 -1.9196  0.338

[4]
A molecular structure, F2H2O4Si. Source: the Open Molecules 2025 dataset; level of theory: the ωB97M-V functional and the def2-TZVPD basis.

The value obtained for the gap between HOMO and LUMO is 0.3426 Ha. Its total charge is 0.

Last column: Mulliken charge in e.
Positions of all 9 atoms, in Å:
O -0.5496 0.8908 1.1433  -0.379
O -0.5774 1.0553 -1.5423  -0.436
O -0.3119 -1.8995 -0.1084  -0.435
O 1.7103 0.3821 -0.3594  -0.083
F -0.7172 -2.2701 1.1363  -0.150
F 2.4798 0.4517 0.7477  -0.085
Si 0.0978 0.4451 -0.2389  0.814
H -1.0122 0.0933 1.5132  0.370
H -1.1195 0.8513 -2.2915  0.384

[5]
A molecular structure, C30H39AsN2PdSi2. Source: the Open Molecules 2025 dataset; level of theory: the ωB97M-V functional and the def2-TZVPD basis.

The value obtained for the gap between HOMO and LUMO (alpha / beta) is 0.2168 / 0.2167 Ha. Its total charge is +2.

Last column: Mulliken charge in e.
Positions of all 75 atoms, in Å:
Pd -0.8418 -0.4014 0.7103  -0.427
C -0.3937 -4.3724 0.3244  -1.505
C 0.7341 -3.5050 0.7905  0.168
C 1.9815 -4.0183 1.1049  -0.683
C 2.9682 -3.1555 1.5639  -0.916
C 2.7194 -1.8013 1.6957  -0.640
C 1.4437 -1.3531 1.3620  1.127
N 0.4893 -2.1948 0.9333  0.354
N 1.0108 -0.0356 1.3903  0.536
Si 1.8193 1.3179 2.2371  -0.542
C 3.3721 1.7646 1.2998  -0.937
C 2.1840 0.7473 3.9687  -0.987
C 0.6828 2.7863 2.3231  -1.093
H -0.9331 -4.7756 1.1840  0.246
H -0.0268 -5.2164 -0.2562  0.508
H -1.0978 -3.8020 -0.2808  0.210
H 2.1728 -5.0755 0.9900  0.559
H 3.9503 -3.5393 1.8081  0.467
H 3.4890 -1.1221 2.0287  0.425
H 4.0376 0.9159 1.1331  0.330
H 3.9357 2.5012 1.8786  0.532
H 3.1616 2.2186 0.3288  0.193
H 2.9188 -0.0539 4.0331  0.343
H 1.2706 0.4052 4.4603  0.259
H 2.5726 1.5943 4.5404  0.426
H 0.2581 3.1139 1.3749  0.349
H 1.2891 3.6156 2.7008  0.486
H -0.1234 2.6421 3.0421  0.289
C -1.0916 -0.0050 -2.5752  -0.874
As 0.1787 0.4749 -1.2029  1.180
C 0.4230 2.3726 -1.3729  -0.928
C 1.8681 -0.3895 -1.6480  -0.588
C 2.2948 0.0253 -3.0259  -0.099
C 1.9093 -0.7144 -4.1416  -0.302
C 2.2968 -0.3174 -5.4125  -0.748
C 3.0701 0.8234 -5.5786  -0.494
C 3.4651 1.5615 -4.4711  -0.787
C 3.0784 1.1645 -3.2003  -0.156
H -0.6170 0.1921 -3.5372  0.563
H -1.9903 0.5990 -2.4671  0.047
H -1.3416 -1.0627 -2.5057  0.410
H 0.7510 2.5519 -2.3973  0.545
H 1.1812 2.7240 -0.6788  0.254
H -0.5206 2.8822 -1.1929  0.142
H 1.6980 -1.4632 -1.5617  0.674
H 2.5777 -0.0863 -0.8800  0.258
H 1.3263 -1.6204 -4.0147  0.465
H 2.0066 -0.9053 -6.2728  0.422
H 3.3776 1.1284 -6.5695  0.419
H 4.0857 2.4385 -4.5968  0.442
H 3.4100 1.7298 -2.3356  0.436
C -2.3479 -2.2785 4.2052  -0.502
C -1.9531 -1.0049 4.6233  -0.859
C -2.0505 0.0683 3.7641  -0.566
C -2.5857 -0.0985 2.4680  0.489
C -2.9585 -1.3994 2.0584  0.432
C -2.8393 -2.4795 2.9291  -0.942
Si -2.4798 1.2875 1.2634  0.489
C -3.4792 1.3986 -0.2678  0.839
C -4.2855 0.3862 -0.8093  -0.321
C -4.9484 0.5816 -2.0094  -0.840
C -4.8185 1.7876 -2.6883  -0.503
C -4.0379 2.8092 -2.1608  -0.774
C -3.3745 2.6168 -0.9608  -0.575
H -2.2735 -3.1129 4.8901  0.445
H -1.5782 -0.8597 5.6276  0.480
H -1.7404 1.0511 4.0989  0.447
H -3.4017 -1.5655 1.0837  0.115
H -3.1497 -3.4652 2.6104  0.548
H -2.0627 2.5900 1.7802  -0.005
H -4.4345 -0.5482 -0.2873  0.408
H -5.5796 -0.2000 -2.4098  0.450
H -5.3442 1.9385 -3.6218  0.432
H -3.9641 3.7579 -2.6750  0.434
H -2.7955 3.4340 -0.5428  0.521